C3H4O2S2 | ωB97M-V/def2-TZVPD

CARTESIAN COORDINATES (ANGSTROEM)
1 C -0.3970 0.7320 -0.4995
2 C 0.8274 0.2218 -0.5658
3 C -1.5767 0.2824 0.3784
4 O 2.1233 -1.9013 -1.0184
5 O -1.6355 -0.8991 0.8510
6 S 2.3868 -1.0740 1.6373
7 S 1.2920 -1.4421 0.0525
8 H -0.7433 1.7185 -0.8838
9 H 1.7979 0.5696 -1.0359
10 H -1.5799 1.1101 1.2508
11 H -2.4948 0.6819 -0.1664

Calculated values
Relative energy (zero: lowest compared OMol25 entry of this formula, charge and spin) (kcal per mole): 151.83
Gap between HOMO and LUMO (alpha / beta) (eV): 4.649 / 4.745